18
Properties=species:S:1:pos:R:3:forces:R:3:lowdin_charge:R:1 method="wB97M-V/def2-TZVPD" total_charge=+1 e_above_lowest_ev=8.796 orbital_gap_ev=9.9 smiles=CCCOn1cnn[nH+]1 largest_force_ev_per_a=7.55
O -0.74648 -0.18120 1.43764 -0.319 0.334 -0.552 -0.041
N -2.92570 1.51771 -0.95630 1.683 -4.394 2.415 0.103
N -3.47789 0.23569 -1.17753 5.222 0.277 4.914 0.089
N -1.89989 1.39957 -0.00858 -0.703 -0.856 -0.499 0.080
N -1.65762 0.12594 0.49804 -5.653 -1.391 -4.814 -0.094
C -2.69526 -0.69573 -0.23431 0.431 3.327 -0.478 0.136
C 2.79876 -0.12615 -0.30206 0.183 -0.631 0.224 -0.119
C 1.16483 0.22381 -0.31911 0.721 -1.147 0.000 -0.215
C 0.50047 -0.70776 0.86051 3.431 -0.704 -0.576 -0.154
H 0.75592 -0.14849 -1.36034 0.626 1.158 2.099 0.119
H 1.03042 1.37839 -0.14975 0.044 -2.347 -0.299 0.112
H 3.12476 -0.52724 -1.36495 -0.551 1.164 2.274 0.095
H -2.88280 -1.85762 -0.09643 0.585 2.845 -0.248 0.176
H 1.29524 -0.72155 1.75121 -2.285 0.238 -1.643 0.157
H 0.41402 -1.84908 0.52121 -0.273 2.613 0.618 0.163
H 3.45118 0.78801 0.06950 -1.480 -1.893 -1.055 0.099
H 3.04048 -1.01454 0.45575 -0.660 1.878 -1.618 0.089
H -1.29043 2.16025 0.37551 -1.003 -0.470 -0.760 0.206

---

18
Properties=species:S:1:pos:R:3:forces:R:3:lowdin_charge:R:1 method="wB97M-V/def2-TZVPD" total_charge=+1 e_above_lowest_ev=4.821 orbital_gap_ev=9.7 smiles=CN(C)[n+]1cc(N)on1 largest_force_ev_per_a=4.62
O 0.03748 -2.17941 0.31504 -0.393 -0.868 1.825 0.101
N -0.09538 -0.10763 -0.11866 1.035 -4.016 2.028 -0.113
N -0.10601 0.93196 -0.89273 -0.490 1.319 0.320 -0.176
N 0.84806 -2.38635 2.41919 0.698 -0.382 0.424 0.183
N -0.38166 -1.31747 -0.56735 -0.276 2.081 -2.085 0.106
C -0.43815 0.59992 -2.23784 0.002 -0.937 -1.100 -0.010
C 0.40954 -0.18150 1.15936 -0.850 -2.854 -0.275 0.094
C 0.41947 -1.57688 1.44459 0.949 1.129 -0.994 -0.292
C -0.59605 2.17313 -0.25929 2.941 -0.608 -1.510 0.049
H 0.94563 0.60042 1.55762 0.714 1.500 1.103 0.117
H 1.37598 -1.88201 3.16441 -0.606 -1.326 -0.747 0.155
H 0.28042 2.83684 -0.25304 -0.466 0.067 0.910 0.118
H 0.54287 0.52901 -2.74475 -0.768 -0.337 -0.369 0.117
H -1.00575 1.84081 0.64273 -0.885 0.599 1.540 0.081
H -0.96154 -0.39462 -2.14204 0.301 1.391 -1.353 0.101
H -1.21724 2.56418 -0.99639 -1.784 0.934 -0.553 0.071
H -1.04176 1.38911 -2.70090 0.117 -0.369 0.185 0.106
H 0.98411 -3.43952 2.21006 -0.239 2.677 0.652 0.193

---

18
Properties=species:S:1:pos:R:3:forces:R:3:lowdin_charge:R:1 method="wB97M-V/def2-TZVPD" total_charge=+1 e_above_lowest_ev=2.793 orbital_gap_ev=9.3 smiles="NN1C=C[C@@](N)(O)C1=[NH2+]" largest_force_ev_per_a=5.47
O 1.59427 0.60274 -1.32444 0.473 -0.494 -0.532 0.023
N -1.21223 -0.28129 -0.13819 -3.699 0.456 0.086 -0.095
N 2.25076 -0.00997 0.86374 -2.520 -0.390 -0.797 0.147
N -0.54543 1.98938 -0.05073 0.275 0.660 0.377 0.253
N -2.60675 -0.27760 0.09139 0.672 0.421 1.137 0.142
C 1.18864 -0.02396 -0.12670 0.147 0.639 -0.068 -0.435
C -0.64966 -1.51937 -0.39519 4.937 1.613 1.722 0.033
C 0.69595 -1.40924 -0.27084 -2.479 0.111 -1.425 0.020
C -0.39418 0.71377 -0.05109 2.815 -1.850 0.245 -0.154
H 1.35880 -2.14739 -0.56080 1.264 -1.598 0.039 0.109
H 2.09211 -0.60346 1.66380 0.224 0.190 -0.033 0.102
H -1.17678 -2.37837 -0.27341 -1.878 -2.164 -0.414 0.110
H 3.02799 0.61047 0.88038 0.028 0.692 -0.204 0.094
H -1.41170 2.51377 0.03067 0.393 -0.047 -0.272 0.151
H 2.01833 -0.01926 -1.96734 -0.382 0.581 0.992 0.149
H -2.94002 0.45878 0.69006 0.160 0.057 0.017 0.105
H 0.37991 2.39118 -0.15022 -0.514 1.106 0.171 0.143
H -3.23515 -0.54181 -0.63144 0.085 0.019 -1.039 0.104

---

19
Properties=species:S:1:pos:R:3:forces:R:3:lowdin_charge:R:1 method="wB97M-V/def2-TZVPD" total_charge=+1 e_above_lowest_ev=0.292 orbital_gap_ev=9.2 largest_force_ev_per_a=4.00
O -1.94280 0.06007 -0.71180 0.392 -1.340 0.473 0.185
O 2.40768 -1.62680 -0.34939 1.385 -0.169 1.010 0.202
N -1.64632 -1.74742 0.74408 -1.036 -1.166 -0.896 0.197
N 1.60673 1.40332 1.28450 0.471 -0.094 0.488 0.078
N -0.26255 0.06691 0.87213 -1.169 -0.603 -1.733 0.172
N 0.58627 -1.16239 -1.68720 -3.378 0.634 -2.047 0.216
C 0.47037 1.19614 0.43348 2.380 1.469 1.874 -0.397
C -1.22815 -0.56978 0.19121 1.011 -0.005 3.478 -0.428
C 1.56851 -1.35985 -1.08363 1.629 -0.648 0.679 -0.433
C 0.22296 2.02624 -0.55774 -1.093 -2.232 0.331 0.109
H -2.58989 -1.96964 0.41178 0.536 -0.411 0.486 0.129
H 0.07086 -0.50472 1.63362 0.633 0.513 0.180 0.169
H -0.58533 1.73831 -1.16553 -0.657 0.571 -1.175 0.046
H -2.51874 -0.63666 -1.05871 -0.450 0.446 -0.733 0.154
H 2.42216 1.91829 0.91333 -1.065 -0.617 -0.315 0.112
H 0.28388 -0.88399 -2.60189 0.483 -0.042 0.016 0.119
H -1.19770 -2.57867 1.28420 -0.383 2.654 -1.443 0.205
H 1.41475 1.85288 2.17952 -0.360 -0.355 -0.201 0.098
H 0.91730 2.77778 -0.73197 0.670 1.393 -0.472 0.069

---

19
Properties=species:S:1:pos:R:3:forces:R:3:lowdin_charge:R:1 method="wB97M-V/def2-TZVPD" total_charge=+1 e_above_lowest_ev=1.923 orbital_gap_ev=7.7 largest_force_ev_per_a=3.28
S 3.00321 -0.32263 2.18521 -1.890 0.270 -0.258 0.836
O -0.31002 -1.66845 -1.07024 -0.205 -0.913 -2.208 0.187
N 1.04470 -0.89130 0.50895 0.465 -2.251 -0.995 0.121
N -2.36086 -0.43097 0.38390 -1.117 2.822 -0.907 0.081
N 0.48341 0.69260 2.06370 -1.306 2.472 1.100 0.084
N 1.24935 0.66275 -1.79046 2.643 0.231 -1.082 0.008
C -0.57188 1.00632 1.39053 0.483 0.784 2.817 -0.039
C -0.06843 -0.79104 -0.17833 0.310 1.318 1.324 -0.357
C -1.05383 0.25764 0.23650 -1.056 0.173 -3.103 -0.309
C 1.44765 -0.15270 1.66775 1.398 -0.915 -1.357 -0.819
H -1.09284 0.96605 -0.67676 -0.196 -0.956 1.324 0.184
H 1.89218 -0.04947 -2.33607 -1.778 2.067 1.188 0.110
H -0.93457 -1.51474 -1.85489 0.729 0.202 2.106 0.217
H -3.18118 0.29662 0.28840 2.131 -2.039 0.519 0.157
H 0.47991 0.94158 -2.38944 0.262 -0.063 -0.500 0.025
H 1.72863 -1.55374 0.10707 -0.332 0.395 0.586 0.170
H -1.23300 1.84638 1.84502 1.051 -1.529 -0.933 0.174
H 1.83497 1.55454 -1.67331 -1.017 -1.796 -0.250 0.087
H -2.35740 -0.84943 1.29248 -0.575 -0.273 0.631 0.083

---

18
Properties=species:S:1:pos:R:3:forces:R:3:lowdin_charge:R:1 method="wB97M-V/def2-TZVPD" total_charge=-1 e_above_lowest_ev=0.497 orbital_gap_ev=8.2 largest_force_ev_per_a=3.02
Si -0.08455 -0.07788 0.29318 0.494 -0.608 -1.823 0.662
N 1.46533 1.11598 -1.88682 1.855 -0.320 2.230 -0.127
N 1.40965 1.74809 -3.00122 -0.526 0.019 -2.188 -0.169
N -0.60903 1.45985 -2.35627 -2.149 -0.469 0.530 -0.116
N 0.12162 1.89388 -3.33694 0.973 1.068 -0.415 -0.166
C -0.63827 -1.83810 -0.30286 2.379 0.807 0.464 -0.209
C -1.46459 0.48242 1.51458 -0.118 -1.074 -0.295 -0.219
C 0.22438 0.97497 -1.44633 -0.311 -1.430 2.646 -0.512
C 1.57284 -0.30535 1.39090 -1.047 1.795 0.341 -0.214
H -0.50981 -1.87401 -1.37301 0.076 -0.264 -0.331 0.009
H -0.99520 1.23378 2.11387 0.082 0.371 0.959 -0.012
H -1.62299 -2.01775 -0.04940 -2.329 -0.251 0.356 -0.031
H 1.67929 -1.30999 1.89208 0.080 0.989 -0.881 0.015
H 2.49973 0.14586 0.90394 -1.173 -1.046 0.554 0.023
H -0.06253 -2.62950 0.20649 0.062 0.253 -0.365 0.016
H 1.28165 0.42755 2.22495 0.719 -0.916 -0.752 0.004
H -2.35100 0.93917 1.10604 -0.136 0.325 -0.739 0.006
H -1.91653 -0.36896 2.10682 1.070 0.752 -0.292 0.040

---

23
Properties=species:S:1:pos:R:3:forces:R:3:lowdin_charge:R:1 method="wB97M-V/def2-TZVPD" total_charge=+1 e_above_lowest_ev=3.335 orbital_gap_ev="8.0 / 7.7" largest_force_ev_per_a=4.29
O -0.17952 -2.32182 -0.33727 0.942 -1.759 -0.566 0.067
O -2.49185 -3.07921 0.47245 0.756 0.203 0.127 -0.005
O -3.96039 0.44354 -0.64771 -2.795 1.944 1.593 0.045
O -1.16496 1.89647 0.56435 -0.956 -0.251 -0.680 -0.047
N -2.74721 0.86299 -0.41709 3.441 -0.636 0.610 -0.064
N 1.28026 1.39853 0.33126 0.883 -0.750 0.235 0.117
N -2.30108 1.93523 0.07027 -1.241 -1.085 0.240 -0.009
N 1.91767 -0.50264 -0.50094 1.453 -3.498 -0.284 0.098
N -0.90600 -1.37965 -0.09056 -1.074 -2.758 1.255 -0.243
N -2.27147 -1.71448 0.25415 -1.625 0.586 0.614 0.006
C 0.89592 0.18607 -0.01099 1.348 0.892 -1.345 -0.280
C 3.20787 0.19370 -0.40886 2.210 1.388 0.339 -0.100
C 2.76464 1.53835 0.24204 -1.878 -0.727 -1.570 -0.072
C -0.43837 -0.20931 -0.10281 -2.136 3.624 0.859 0.118
H 3.79306 0.49369 -1.42120 -1.748 -1.445 2.056 0.170
H -2.80292 -3.60370 -0.31906 0.500 1.696 0.467 0.152
H 0.57406 2.08225 0.51243 0.259 0.644 0.172 0.108
H 3.97235 -0.28970 0.32691 -1.506 0.354 -1.597 0.152
H 3.15855 1.72150 1.18096 0.831 0.272 1.856 0.099
H -4.59259 0.76988 0.10721 1.317 -0.588 -1.807 0.196
H 2.95538 2.35282 -0.40444 0.393 0.920 -0.550 0.111
H -2.55860 -1.20576 1.16611 0.962 -1.255 -1.965 0.190
H 1.89520 -1.56876 -0.56720 -0.335 2.231 -0.061 0.189

---

15
Properties=species:S:1:pos:R:3:forces:R:3:lowdin_charge:R:1 method="wB97M-V/def2-TZVPD" total_charge=0 e_above_lowest_ev=6.096 orbital_gap_ev=8.8 largest_force_ev_per_a=0.43
O 1.91837 0.31807 -1.07387 -0.009 0.142 0.410 -0.092
N 0.46619 0.72460 1.24425 -0.192 -0.155 0.050 -0.066
C 1.29977 -0.80182 -0.44970 -0.138 -0.261 0.019 -0.286
C -1.53460 -0.48582 -0.20436 -0.104 0.239 -0.107 -0.072
C 0.26977 -0.57460 0.64349 0.196 -0.089 -0.003 -0.148
C -0.51363 1.03715 0.25566 -0.334 -0.139 -0.206 -0.170
H -2.20696 -0.72449 0.62467 0.240 0.107 -0.174 0.066
H 2.15677 0.91156 -0.34115 -0.005 -0.106 -0.271 0.081
H -1.39979 1.53906 0.64231 0.216 -0.174 -0.105 0.118
H 0.89259 -1.42577 -1.25267 0.067 0.122 0.172 0.112
H 2.05784 -1.41595 0.07641 -0.156 0.205 -0.108 0.119
H -1.26946 -1.40909 -0.72799 0.100 0.326 0.218 0.058
H 0.04132 0.73480 2.17314 0.146 0.006 -0.270 0.108
H -2.07533 0.12661 -0.94496 0.109 -0.080 0.167 0.066
H -0.10285 1.44568 -0.66523 -0.137 -0.144 0.206 0.108

---

15
Properties=species:S:1:pos:R:3:forces:R:3:lowdin_charge:R:1 method="wB97M-V/def2-TZVPD" total_charge=0 e_above_lowest_ev=2.117 orbital_gap_ev=10.5 smiles="C=C[C@@H](N)CO" largest_force_ev_per_a=2.74
O 2.18976 -0.79721 -0.12023 -0.783 -0.601 -0.576 -0.067
N -0.56480 1.54431 -0.06474 -0.943 0.626 -0.778 0.022
C -1.85255 -1.00110 0.23927 -1.515 1.063 1.273 -0.009
C 0.07554 0.32888 -0.46229 1.654 -0.801 0.990 -0.416
C 1.42405 0.28308 0.34851 0.114 1.769 -1.205 -0.239
C -0.69520 -0.98446 -0.33550 2.027 0.841 -1.647 -0.132
H -2.29374 -0.07837 0.68682 0.293 -0.976 -0.450 0.067
H -0.24043 -1.85323 -0.85182 -0.328 0.506 0.661 0.118
H 0.41387 0.49089 -1.47096 0.027 -0.298 -0.660 0.132
H -1.09264 1.39516 0.78335 -0.216 0.332 -0.038 0.057
H 3.05073 -0.84192 0.26619 0.662 0.211 0.507 0.073
H 1.90732 1.28980 0.03879 -0.514 -1.462 0.924 0.134
H -1.17879 1.87636 -0.83443 0.359 -0.302 1.156 0.103
H 1.25412 0.24122 1.43767 -0.046 0.068 -0.304 0.120
H -2.39725 -1.89341 0.33936 -0.791 -0.976 0.146 0.038

---

15
Properties=species:S:1:pos:R:3:forces:R:3:lowdin_charge:R:1 method="wB97M-V/def2-TZVPD" total_charge=0 e_above_lowest_ev=2.043 orbital_gap_ev=10.2 largest_force_ev_per_a=0.53
O -1.66936 -1.28415 -0.91947 -0.013 0.100 -0.202 -0.071
N 0.83931 0.12464 -0.32591 0.041 -0.514 0.135 0.021
C -0.54546 -1.96218 -0.40153 0.113 -0.155 0.157 -0.246
C -0.18098 0.98731 0.26796 0.018 0.057 0.046 -0.288
C 0.66545 2.09300 0.89193 -0.008 0.130 0.094 -0.115
C 0.71202 -1.12526 -0.44265 0.141 0.154 -0.064 -0.161
H 1.20718 1.66625 1.74256 -0.058 0.199 -0.052 0.071
H 1.41894 2.37913 0.15221 -0.171 0.151 0.156 0.067
H 1.63568 -1.66978 -0.65957 -0.130 -0.056 -0.240 0.105
H -0.32065 -2.87559 -0.97305 -0.181 0.063 0.093 0.111
H -1.39011 -0.85417 -1.73894 -0.158 -0.069 0.120 0.094
H -0.91367 1.37135 -0.45434 0.345 -0.062 -0.056 0.111
H 0.11169 2.97630 1.21754 -0.078 -0.143 0.011 0.066
H -0.80806 -2.27194 0.61656 0.102 0.063 -0.067 0.124
H -0.76198 0.44510 1.02670 0.039 0.083 -0.132 0.111

---

15
Properties=species:S:1:pos:R:3:forces:R:3:lowdin_charge:R:1 method="wB97M-V/def2-TZVPD" total_charge=0 e_above_lowest_ev=0.099 orbital_gap_ev=10.6 smiles="CCCC(N)=O" largest_force_ev_per_a=0.38
O -2.07981 1.58368 0.63818 0.121 -0.357 -0.002 0.048
N -2.28617 -0.63125 0.19134 -0.054 0.063 -0.022 0.151
C -1.57204 0.48056 0.55221 0.013 0.066 -0.026 -0.559
C 2.05289 -0.25691 -0.50799 0.056 -0.035 0.010 -0.120
C 0.66476 0.37267 -0.55432 -0.010 0.027 -0.118 -0.261
C -0.09313 0.22375 0.77405 0.017 0.030 0.074 -0.142
H -3.23278 -0.49585 -0.12850 0.102 -0.034 0.041 0.107
H -1.82935 -1.50791 -0.00801 -0.101 0.220 0.071 0.099
H 0.08298 -0.09627 -1.35986 0.093 0.062 0.121 0.109
H 1.97682 -1.33802 -0.33922 0.042 0.155 -0.004 0.072
H 2.58890 -0.10479 -1.45104 -0.060 -0.002 0.171 0.071
H 2.65599 0.16561 0.30417 -0.075 -0.045 -0.140 0.075
H 0.27501 0.94873 1.50634 -0.067 -0.116 -0.110 0.123
H 0.06401 -0.78181 1.18720 -0.053 0.129 -0.098 0.113
H 0.73190 1.43781 -0.80455 -0.024 -0.164 0.032 0.115

---

15
Properties=species:S:1:pos:R:3:forces:R:3:lowdin_charge:R:1 method="wB97M-V/def2-TZVPD" total_charge=0 e_above_lowest_ev=3.375 orbital_gap_ev=9.7 smiles="C/N=C/O.C=C" largest_force_ev_per_a=3.70
O 0.16098 1.30883 1.32637 1.649 -0.704 -0.478 -0.075
N -0.90714 -0.22961 0.00800 -0.052 0.013 0.560 -0.060
C -0.88685 0.56229 1.01267 0.118 -0.632 -0.456 -0.327
C 1.35758 0.09027 -1.06534 0.965 0.283 -0.215 -0.030
C -2.00714 -1.16656 -0.08998 -0.299 -0.057 0.062 -0.147
C 2.27044 0.66509 -0.24222 0.647 -0.317 -1.461 -0.129
H 2.43157 1.74105 -0.31320 -0.220 -0.114 0.251 0.081
H 0.67475 0.69038 -1.66100 0.105 -0.153 0.284 0.078
H -1.64208 -2.19844 0.01904 0.003 0.263 -0.049 0.073
H 3.11087 0.09332 0.14459 -0.366 -0.056 0.246 0.072
H -2.77042 -1.01852 0.69226 0.081 0.054 -0.066 0.065
H -2.51603 -1.10962 -1.06066 0.209 0.088 0.116 0.069
H 1.16441 0.90986 0.82054 -3.423 0.938 1.039 0.121
H -1.78444 0.63951 1.67504 0.681 0.199 -0.073 0.132
H 1.34352 -0.97784 -1.26610 -0.099 0.195 0.239 0.076